a.
ORCA calculation (the ωB97M-V functional and the def2-TZVPD basis) on a gas-phase ion, C4H6NO2 (charge +1).

Last columns: bonded neighbours and bond lengths (Å).
Geometry (Å):
1 C -0.11654 -1.48736 -0.30486  C2 1.294, H8 1.022
2 C 0.43009 -0.32562 -0.14086  C1 1.294, C3 1.576, C4 1.493
3 C -0.35213 1.02378 -0.36633  C2 1.576, O7 1.369, H9 1.125, H10 1.067
4 C 1.79462 -0.11823 0.42875  C2 1.493, H11 1.141, H12 1.104, H13 1.035
5 N -2.32645 -0.23638 -0.10404  O6 1.145, O7 1.385
6 O -3.39962 -0.26484 0.29445  N5 1.145
7 O -1.69328 0.99514 -0.09337  C3 1.369, N5 1.385
8 H -0.40260 -2.41444 -0.62581  C1 1.022
9 H 0.06830 1.81463 0.31473  C3 1.125
10 H -0.41243 1.23966 -1.40913  C3 1.067
11 H 2.33761 -1.12151 0.43293  C4 1.141
12 H 1.68102 0.23209 1.46957  C4 1.104
13 H 2.39142 0.66307 0.10398  C4 1.035

Summary:
Total charge: +1
Molar mass (g mol⁻¹): 100.1
HOMO (alpha / beta) (eV): -15.495 / -15.494

Charges computed using Mulliken, reported in e: number 1, C, carries -0.03; number 2, C, carries 0.58; number 3, C, carries -0.33; number 4, C, carries -1.33; number 5, N, carries 0.24; number 6, O, carries -0.25; number 7, O, carries -0.15; number 8, H, carries 0.45; number 9, H, carries 0.36; number 10, H, carries 0.32; number 11, H, carries 0.35; number 12, H, carries 0.39; number 13, H, carries 0.41

---

b.
ORCA calculation (the ωB97M-V functional and the def2-TZVPD basis) on a gas-phase ion, C4H6NO2 (charge +1).

Last columns: bonded neighbours and bond lengths (Å).
Geometry (Å):
1 C -2.66848 2.08068 -0.76874  C2 1.308, H8 1.107, H9 1.096
2 C -1.49187 1.80470 -0.26765  C1 1.308, O3 1.413, H10 0.986
3 O -0.56706 1.23794 -1.17392  C2 1.413, N4 1.259
4 N 0.26138 0.37506 -0.78192  O3 1.259, C5 1.221
5 C 0.73286 -0.72113 -0.52424  N4 1.221, O6 1.195
6 O 1.46332 -1.60238 -0.18051  C5 1.195, C7 1.500
7 C 2.62927 -1.86088 0.72757  O6 1.500, H11 1.087, H12 1.122, H13 1.066
8 H -3.44663 2.62881 -0.20376  C1 1.107
9 H -2.88549 1.73851 -1.78680  C1 1.096
10 H -1.19977 2.15972 0.60478  C2 0.986
11 H 2.31617 -1.41872 1.66959  C7 1.087
12 H 3.46648 -1.22510 0.33565  C7 1.122
13 H 2.80999 -2.91134 0.72706  C7 1.066

Summary:
Total charge: +1
Molar mass (g mol⁻¹): 100.1
HOMO (eV): -14.207

Charges computed using Mulliken, reported in e: number 1, C, carries -0.54; number 2, C, carries -0.05; number 3, O, carries -0.26; number 4, N, carries 0.18; number 5, C, carries 0.58; number 6, O, carries -0.27; number 7, C, carries -0.44; number 8, H, carries 0.26; number 9, H, carries 0.25; number 10, H, carries 0.44; number 11, H, carries 0.31; number 12, H, carries 0.31; number 13, H, carries 0.23

---

Top of the stability list: b, leading by 93.8 kJ/mol.

---

a.
ORCA calculation (the ωB97M-V functional and the def2-TZVPD basis) on 2 unconnected molecules or ions with the total composition C3H11NS2.

Last columns: bonded neighbours and bond lengths (Å).
Geometry (Å):
1 C -0.81098 1.46947 -1.60162  N2 1.547, H4 1.117, H5 1.039, H6 1.080
2 N -0.28413 1.03130 -0.21445  C1 1.547, C3 1.445, H7 0.974
3 C -1.28169 0.63281 0.75274  N2 1.445, H8 1.123, H9 1.090, H10 1.115
4 H 0.06418 1.78148 -2.22086  C1 1.117
5 H -1.57540 2.16734 -1.69346  C1 1.039
6 H -1.18928 0.55757 -2.04047  C1 1.080
7 H 0.23161 1.76070 0.17441  N2 0.974
8 H -0.79348 0.11414 1.62124  C3 1.123
9 H -1.99214 1.44481 0.90808  C3 1.090
10 H -1.85135 -0.19265 0.26670  C3 1.115
11 C 1.78409 -1.55656 1.35845  S12 1.816, H14 1.103, H15 1.086, H16 1.044
12 S 0.70954 -2.77331 0.54432  C11 1.816, S13 2.003
13 S 0.56444 -2.01075 -1.30247  S12 2.003, H17 1.369
14 H 1.32702 -0.55484 1.29334  C11 1.103
15 H 1.90797 -1.73052 2.42365  C11 1.086
16 H 2.74390 -1.49176 0.95262  C11 1.044
17 H 0.44570 -0.64922 -1.22222  S13 1.369

Summary:
Total charge: 0
Molar mass (g mol⁻¹): 125.3
HOMO (eV): -7.929

Charges computed using Mulliken, reported in e: number 1, C, carries -0.94; number 2, N, carries -0.29; number 3, C, carries -0.84; number 4, H, carries 0.30; number 5, H, carries 0.38; number 6, H, carries 0.33; number 7, H, carries 0.18; number 8, H, carries 0.25; number 9, H, carries 0.35; number 10, H, carries 0.31; number 11, C, carries -0.74; number 12, S, carries -0.04; number 13, S, carries -0.20; number 14, H, carries 0.10; number 15, H, carries 0.33; number 16, H, carries 0.37; number 17, H, carries 0.14

---

b.
ORCA calculation (the ωB97M-V functional and the def2-TZVPD basis) on 2 unconnected molecules or ions with the total composition C3H11NS2.

Last columns: bonded neighbours and bond lengths (Å).
Geometry (Å):
1 C -0.59521 -0.32914 -3.02829  C2 1.520, H4 1.098, H5 1.097, H6 1.103
2 C -0.95120 -0.12260 -1.56523  C1 1.520, N3 1.491, H7 1.112, H8 1.098
3 N -1.86983 -1.14478 -0.98576  C2 1.491, H9 1.011, H10 1.012
4 H -1.41409 -0.71970 -3.64625  C1 1.098
5 H -0.18345 0.55468 -3.53017  C1 1.097
6 H 0.12309 -1.14981 -3.19116  C1 1.103
7 H -0.03021 -0.06951 -0.94511  C2 1.112
8 H -1.52287 0.80354 -1.42003  C2 1.098
9 H -2.23672 -1.85651 -1.60284  N3 1.011
10 H -1.35055 -1.62953 -0.26568  N3 1.012
11 C 1.24128 -0.16644 2.59121  S12 1.785, H14 1.097, H15 1.080, H16 1.105
12 S 2.17901 0.81900 3.74668  C11 1.785, S13 2.098
13 S 2.03675 2.77453 3.00072  S12 2.098, H17 1.353
14 H 1.80932 -0.21771 1.65468  C11 1.097
15 H 0.27661 0.27560 2.38855  C11 1.080
16 H 1.30095 -1.21160 2.94390  C11 1.105
17 H 1.18712 3.38998 3.85478  S13 1.353

Summary:
Total charge: 0
Molar mass (g mol⁻¹): 125.3
HOMO (eV): -9.020

Charges computed using Mulliken, reported in e: number 1, C, carries -1.13; number 2, C, carries 0.06; number 3, N, carries -0.59; number 4, H, carries 0.31; number 5, H, carries 0.32; number 6, H, carries 0.31; number 7, H, carries 0.11; number 8, H, carries 0.18; number 9, H, carries 0.21; number 10, H, carries 0.23; number 11, C, carries -0.79; number 12, S, carries -0.05; number 13, S, carries -0.23; number 14, H, carries 0.30; number 15, H, carries 0.29; number 16, H, carries 0.31; number 17, H, carries 0.16

---

Top of the stability list: b, leading by 54.6 kJ/mol.